# 1
Below is C22H25N4O2PPtS3 as an isolated structure in a non-equilibrium geometry, with properties calculated with ωB97M-V/def2-TZVPD.

The geometry in XYZ format:
```
58
Properties=species:S:1:pos:R:3:mulliken_spin:R:1
Pt 0.35 -0.20 0.15 0.5319
C 0.58 0.65 3.41 0.0030
C -0.85 0.35 3.08 -0.0058
C -1.84 0.32 4.06 0.0060
C -3.13 0.00 3.72 -0.0050
C -3.43 -0.28 2.39 0.0088
C -2.41 -0.25 1.46 -0.0110
N -1.16 0.07 1.81 0.0347
C -2.60 -0.58 0.04 0.0147
C -3.81 -0.99 -0.51 -0.0025
C -3.86 -1.32 -1.85 0.0040
C -2.71 -1.23 -2.62 -0.0010
C -1.53 -0.81 -2.02 -0.0016
N -1.51 -0.49 -0.73 -0.0027
C -0.25 -0.65 -2.74 0.0146
C -0.13 -0.92 -4.08 0.0024
C 1.10 -0.70 -4.70 -0.0016
C 2.12 -0.16 -3.97 0.0000
C 1.95 0.10 -2.61 -0.0046
C 3.05 0.76 -1.84 0.0028
N 0.78 -0.19 -2.02 0.0131
H 0.69 0.83 4.48 -0.0007
H 0.93 1.51 2.85 -0.0010
H 1.21 -0.20 3.13 -0.0003
H -1.57 0.54 5.09 0.0002
H -3.91 -0.04 4.47 -0.0003
H -4.44 -0.54 2.10 0.0013
H -4.70 -1.07 0.10 0.0000
H -4.79 -1.64 -2.30 0.0000
H -2.74 -1.49 -3.66 0.0002
H -0.97 -1.28 -4.65 0.0004
H 1.23 -0.91 -5.75 -0.0001
H 3.07 0.07 -4.43 0.0003
H 3.63 1.39 -2.51 0.0001
H 3.72 0.01 -1.43 0.0000
H 2.67 1.36 -1.02 0.0045
C 0.82 -4.67 -2.77 0.0000
C 0.40 -4.29 -1.37 -0.0033
O 1.12 -3.08 -1.00 0.0131
P 1.46 -2.82 0.54 -0.0113
S -0.19 -2.71 1.58 0.1973
S 2.52 -1.09 0.58 0.0370
O 2.37 -4.02 1.01 0.0004
C 3.80 -4.11 0.76 0.0016
C 4.10 -4.62 -0.63 -0.0005
H 0.26 -5.55 -3.09 0.0000
H 1.88 -4.91 -2.80 0.0001
H 0.62 -3.86 -3.46 -0.0001
H 0.62 -5.08 -0.65 0.0018
H -0.67 -4.07 -1.32 -0.0008
H 4.16 -4.79 1.53 -0.0001
H 4.25 -3.13 0.93 -0.0008
H 3.69 -5.63 -0.77 -0.0001
H 5.18 -4.66 -0.77 -0.0003
H 3.68 -3.96 -1.38 -0.0001
S 1.43 4.47 -0.16 0.0337
C 1.04 2.95 0.16 -0.0001
N 0.77 1.84 0.43 0.1275
```

Properties
energy relative to the best compared isomer or geometry (same formula, charge and spin) = 29.2 kcal per mole
HOMO level (spin up / spin down) = -0.37302 / -0.37103 Eh
spin multiplicity = 2
LUMO level (spin up / spin down) = -4.54 / -4.51 eV
gap between HOMO and LUMO (spin up / spin down) = 5.6 / 5.6 eV
charge = +1


# 2
Below is a 3-piece molecular cluster, H4N2O4 overall, with properties calculated with ωB97M-V/def2-TZVPD.

The geometry in XYZ format:
```
10
Properties=species:S:1:pos:R:3:mulliken_charge:R:1
N -0.50 -0.37 -0.47 0.1355
N 0.40 -0.41 0.53 0.1353
O -0.68 0.87 -0.98 -0.2397
O 1.30 -0.80 -1.21 -0.6307
O 0.94 0.80 0.81 -0.2397
O -1.44 -0.28 1.30 -0.6246
H -1.31 0.71 -1.70 0.4091
H 1.23 -1.77 -1.18 0.3221
H 1.59 0.58 1.50 0.4091
H -1.52 0.68 1.41 0.3235
```

Properties
energy relative to the best compared isomer or geometry (same formula, charge and spin) = 46.2 kcal per mole
HOMO level = -0.34349 Eh
LUMO level = -1.15 eV
gap between HOMO and LUMO = 8.2 eV


# 3
Below is C15H23BHgO2Se as an isolated structure, with properties calculated with ωB97M-V/def2-TZVPD.

The geometry in XYZ format:
```
43
Properties=species:S:1:pos:R:3:mulliken_spin:R:1
Hg 0.90 2.42 -1.43 0.4617
C 2.01 2.28 4.08 0.0000
C 1.09 1.94 2.93 0.0027
C 0.83 0.44 2.88 0.0032
O 1.75 2.29 1.69 -0.0357
B 0.77 2.67 0.79 0.6018
O -0.43 2.92 1.44 -0.0726
C -0.21 2.78 2.86 -0.0023
C -0.04 4.19 3.42 0.0113
C -1.43 2.12 3.47 0.0001
H 2.90 1.65 4.04 0.0005
H 1.51 2.10 5.04 -0.0008
H 2.33 3.32 4.05 0.0009
H 1.79 -0.07 2.75 0.0002
H 0.20 0.18 2.03 -0.0026
H 0.37 0.08 3.80 0.0004
H 0.83 4.68 2.98 -0.0024
H 0.06 4.18 4.51 0.0002
H -0.92 4.78 3.16 0.0020
H -1.66 1.19 2.95 0.0005
H -2.29 2.78 3.38 0.0004
H -1.27 1.90 4.53 0.0003
C -0.20 -4.58 -5.07 -0.0001
C -0.32 -3.46 -4.07 -0.0005
C -0.75 -2.20 -4.44 0.0068
C -0.87 -1.16 -3.53 -0.0135
C -1.37 0.17 -4.01 -0.0427
C -0.53 -1.37 -2.18 -0.0016
Se -0.74 0.04 -0.88 0.0342
C -0.09 -2.64 -1.79 0.0141
C 0.29 -2.98 -0.37 -0.0076
C 0.01 -3.66 -2.74 0.0021
H -0.49 -4.25 -6.07 0.0000
H -0.83 -5.43 -4.80 0.0000
H 0.83 -4.95 -5.14 0.0000
H -1.02 -2.02 -5.48 0.0017
H -1.59 0.13 -5.08 0.0006
H -0.64 0.96 -3.82 0.0365
H -2.27 0.47 -3.46 -0.0003
H 0.44 -2.08 0.22 0.0014
H 1.20 -3.58 -0.35 -0.0002
H -0.50 -3.56 0.11 -0.0005
H 0.36 -4.64 -2.41 -0.0003
```

Properties
energy relative to the best compared isomer or geometry (same formula, charge and spin) = 0.0 kcal per mole
HOMO level (spin up / spin down) = -0.09577 / -0.12128 Eh
spin multiplicity = 2
LUMO level (spin up / spin down) = 2.84 / 2.83 eV
gap between HOMO and LUMO (spin up / spin down) = 5.4 / 6.1 eV
charge = -1